Formula: C30H21N4O5PdSe
Source: OMol25
Level of theory: ωB97M-V/def2-TZVPD

Structure (XYZ):
```
62
Properties=species:S:1:pos:R:3
Pd -0.28 -0.16 -0.36
O 0.84 5.81 0.08
C 0.72 4.49 0.19
C -0.21 3.88 1.05
C -0.27 2.50 1.06
N 0.52 1.76 0.30
C 1.45 2.31 -0.47
C 1.58 3.68 -0.57
C 2.32 1.24 -1.17
O 3.29 1.55 -1.82
O 1.91 0.06 -0.93
C -1.16 1.63 1.98
O -1.78 2.17 2.87
O -1.08 0.41 1.68
H 0.23 6.29 0.66
H -0.88 4.44 1.69
H 2.33 4.13 -1.20
C -0.18 -0.19 -4.92
C -1.53 -0.11 -5.18
C -2.43 0.06 -4.15
C -1.97 0.11 -2.83
C -0.61 0.01 -2.57
C 0.30 -0.13 -3.61
C -2.89 0.20 -1.69
C -4.07 0.97 -1.74
C -4.88 1.00 -0.64
C -4.58 0.21 0.49
C -5.40 0.13 1.62
C -5.05 -0.65 2.69
C -3.85 -1.39 2.66
C -3.03 -1.35 1.56
C -3.37 -0.54 0.46
N -2.54 -0.48 -0.61
H 0.53 -0.31 -5.73
H -1.89 -0.18 -6.20
H -3.49 0.09 -4.35
H 1.36 -0.17 -3.43
H -4.28 1.55 -2.63
H -5.78 1.61 -0.64
H -6.32 0.70 1.64
H -5.68 -0.70 3.56
H -3.58 -1.98 3.52
H -2.13 -1.94 1.53
C 1.38 -2.25 2.82
N 2.21 -2.33 1.65
C 1.78 -2.39 0.38
Se 0.03 -2.62 -0.19
N 2.84 -2.40 -0.45
C 3.99 -2.28 0.29
C 5.32 -2.21 -0.09
C 6.25 -2.15 0.93
C 5.87 -2.14 2.28
C 4.54 -2.16 2.66
C 3.59 -2.24 1.64
H 0.42 -2.72 2.62
H 1.20 -1.21 3.10
H 1.85 -2.76 3.66
H 2.78 -2.37 -1.45
H 5.60 -2.18 -1.12
H 7.30 -2.12 0.69
H 6.63 -2.10 3.04
H 4.26 -2.10 3.69
```

The LUMO energy (spin up / spin down) is -0.212 / -0.211 Eh. Its charge is +1. As for the strongest force on any atom: 0.0556 Eh/bohr. The value obtained for the HOMO energy (spin up / spin down) is -0.413 / -0.413 Eh. The electronic energy comes out at -116468.19590 eV.